{"formula": "C31H36N8O4STi", "method": "the ωB97M-V functional and the def2-TZVPD basis", "mol_weight_g_mol": 664.62, "total_charge": 2, "homo_lumo_gap_ev": 7.1, "e_homo_ha": -0.5012, "elements": ["Ti", "C", "C", "N", "C", "S", "N", "N", "C", "C", "C", "C", "C", "C", "C", "N", "H", "H", "H", "H", "H", "H", "H", "H", "H", "H", "H", "H", "H", "O", "C", "O", "C", "C", "C", "C", "C", "C", "N", "O", "O", "H", "H", "H", "H", "N", "C", "C", "C", "C", "C", "N", "H", "H", "H", "H", "H", "H", "C", "N", "C", "C", "C", "C", "C", "C", "C", "C", "H", "H", "H", "H", "H", "H", "H", "H", "H", "H", "H", "H", "H"], "xyz": [[0.478217, 0.045808, 0.645511], [2.410610, 2.867212, 5.849246], [1.533258, 3.445700, 4.743315], [1.972621, 3.045517, 3.392936], [1.632812, 1.893382, 2.817334], [2.399888, 1.458874, 1.282402], [0.802811, 1.097326, 3.450726], [0.452717, -0.003106, 2.702065], [-0.125736, -0.985616, 3.310786], [-0.346751, -1.011497, 4.776481], [-0.452043, -2.140913, 2.446117], [-1.075992, -3.279287, 2.903958], [-1.283267, -4.333018, 2.020931], [-0.838657, -4.219046, 0.716750], [-0.217377, -3.045481, 0.333755], [-0.041433, -2.029682, 1.170481], [1.989554, 3.108076, 6.827143], [2.469693, 1.780760, 5.757951], [3.421843, 3.276511, 5.806452], [0.505479, 3.115087, 4.859598], [1.542284, 4.533091, 4.767512], [2.737972, 3.545584, 2.978902], [-0.242163, -0.013531, 5.187241], [-1.332384, -1.409908, 5.020049], [0.401731, -1.657969, 5.246036], [-1.392052, -3.349996, 3.936311], [-1.776580, -5.238079, 2.356622], [-0.957344, -5.025637, 0.005073], [0.166407, -2.914728, -0.668427], [-1.801809, -0.342192, 0.371984], [-1.545255, -0.296221, -0.839498], [-0.329285, 0.032098, -1.194263], [-2.551536, -0.627547, -1.875921], [-3.865130, -0.190215, -1.737852], [-4.806224, -0.515310, -2.701088], [-4.450276, -1.299572, -3.789928], [-3.141859, -1.723327, -3.900535], [-2.178386, -1.396397, -2.967463], [-2.756381, -2.562130, -5.064931], [-1.564989, -2.625709, -5.350035], [-3.645622, -3.113015, -5.671284], [-4.145623, 0.400363, -0.872454], [-5.827611, -0.167224, -2.602374], [-5.170440, -1.586860, -4.544914], [-1.170672, -1.776061, -3.088124], [0.524764, 3.169052, -0.884720], [-0.507108, 3.100157, 0.029269], [-1.432208, 4.144411, 0.092094], [-2.445482, 4.104971, 1.014744], [-2.532320, 3.016255, 1.880516], [-1.617565, 2.014222, 1.745210], [-0.610645, 2.015696, 0.831875], [0.607508, 4.073646, -1.319470], [1.398501, 2.874505, -0.478356], [-1.314661, 4.988568, -0.577995], [-3.155128, 4.921106, 1.082300], [-3.307886, 2.944399, 2.631558], [-1.687795, 1.144781, 2.374667], [1.310287, -1.137068, -4.420891], [1.015785, -0.011117, -3.489245], [0.503417, 1.181133, -4.229834], [2.178660, 0.389059, -2.604156], [2.649658, -0.679954, -1.649548], [3.688932, -1.513682, -2.068586], [4.201202, -2.503632, -1.243045], [3.716579, -2.616043, 0.053831], [2.731124, -1.745414, 0.487954], [2.128703, -0.804271, -0.355754], [0.397939, -1.411473, -4.940806], [1.681790, -1.988494, -3.863725], [2.060490, -0.803861, -5.135477], [0.288328, -0.285494, -2.832757], [1.297732, 1.570785, -4.863860], [0.192982, 1.933873, -3.507712], [-0.340532, 0.881770, -4.846687], [1.822471, 1.256054, -2.065440], [2.984255, 0.696621, -3.268043], [4.119789, -1.375366, -3.057989], [4.987888, -3.159078, -1.597977], [4.136197, -3.346971, 0.736934], [2.441325, -1.805258, 1.526542]], "forces_ev_per_a": [[0.938, 0.729, -0.452], [0.001, -0.021, -0.123], [0.177, -0.136, -0.079], [-0.069, -0.014, 0.251], [0.095, 0.018, 0.153], [-0.653, -0.492, 0.093], [-0.111, -0.167, -0.226], [-0.187, 0.087, 0.846], [0.177, -0.042, -0.009], [-0.137, -0.078, 0.108], [0.113, 0.137, 0.056], [-0.125, -0.205, 0.164], [-0.048, -0.089, 0.066], [-0.049, -0.158, 0.000], [0.053, 0.077, -0.064], [0.057, 0.182, 0.142], [0.024, 0.009, -0.078], [-0.008, 0.059, 0.033], [-0.055, -0.041, -0.003], [-0.072, -0.007, -0.044], [-0.003, 0.040, -0.015], [0.086, 0.150, -0.096], [0.000, 0.000, 0.018], [0.036, -0.007, -0.008], [-0.041, 0.004, -0.012], [0.016, -0.027, -0.073], [0.044, 0.077, -0.013], [-0.002, 0.052, 0.042], [0.038, 0.039, -0.082], [0.164, 0.117, -0.205], [-0.145, 0.130, 0.097], [-0.782, -0.466, -0.132], [0.150, 0.070, 0.020], [-0.108, -0.004, 0.143], [-0.099, 0.033, 0.017], [-0.129, -0.035, -0.066], [0.145, -0.158, -0.142], [0.130, -0.003, -0.179], [0.027, -0.087, -0.357], [-0.416, 0.098, 0.358], [0.296, 0.217, 0.273], [0.037, -0.043, -0.063], [0.091, -0.028, -0.010], [0.025, 0.017, 0.038], [-0.088, -0.022, -0.009], [-0.113, -0.306, 0.032], [-0.119, -0.167, 0.299], [-0.118, 0.145, -0.044], [-0.084, 0.144, 0.020], [-0.173, 0.117, 0.038], [0.230, -0.070, -0.154], [-0.106, 0.333, -0.274], [0.001, 0.122, -0.050], [0.383, -0.164, 0.076], [-0.025, -0.055, 0.063], [0.034, -0.045, -0.025], [0.069, 0.011, -0.048], [0.044, -0.086, 0.046], [0.079, 0.199, -0.012], [0.468, 0.141, -0.490], [0.029, -0.098, 0.049], [-0.012, -0.165, -0.050], [-0.169, -0.004, -0.194], [0.114, -0.086, -0.057], [-0.064, 0.029, -0.039], [0.200, 0.061, -0.072], [0.034, -0.013, -0.110], [0.148, -0.150, 0.008], [-0.071, 0.011, -0.042], [0.060, -0.046, 0.119], [0.018, -0.023, 0.003], [-0.207, -0.036, 0.252], [0.006, -0.027, 0.021], [0.027, -0.040, 0.025], [-0.001, -0.041, 0.010], [-0.055, 0.216, 0.082], [0.019, -0.002, -0.087], [-0.072, -0.019, 0.092], [-0.043, 0.075, 0.031], [-0.039, 0.067, -0.068], [-0.084, -0.039, 0.171]], "mulliken_charge": [-1.04, -1.09, -0.42, -0.16, 0.76, -0.65, -1.63, 2.15, 0.88, -2.08, 0.60, -0.93, -0.71, -1.06, -0.28, 0.77, 0.35, 0.31, 0.33, 0.21, 0.46, 0.26, 0.42, 0.49, 0.34, 0.45, 0.46, 0.51, 0.53, -0.47, 0.72, 0.51, -0.15, -0.61, -0.80, -0.62, -0.26, -0.29, 0.99, -0.59, -0.56, 0.55, 0.45, 0.53, 0.52, -0.20, 0.30, -1.02, -0.54, -1.14, -0.20, 1.24, 0.33, 0.13, 0.44, 0.46, 0.54, 0.33, -0.80, 0.94, -0.80, -1.30, 0.90, -0.21, -0.97, -1.05, -0.33, 0.79, 0.43, 0.35, 0.36, -0.37, 0.41, 0.21, 0.34, -0.22, 0.76, 0.51, 0.42, 0.51, 0.32]}